Record 1
Computed, not measured: C22H20ClN3O3S as an isolated structure in a non-equilibrium geometry, with wB97M-V/def2-TZVPD.

```
50
Properties=species:S:1:pos:R:3:forces:R:3
C -1.395 1.703 -6.566 1.651 -14.886 1.563
C -0.993 0.874 -5.242 3.594 0.798 -5.357
C -1.385 1.219 -3.996 -5.633 5.969 -6.268
C -1.093 0.548 -2.951 3.403 -4.986 2.552
C -1.667 0.745 -1.746 -3.289 6.391 -0.357
C -1.179 0.274 -0.656 0.823 -2.748 3.694
C -0.321 -0.667 -0.914 8.534 -9.402 -2.019
N 0.319 -1.271 -2.062 -3.521 3.863 2.689
C -0.087 -0.552 -3.169 -3.807 2.265 8.197
C 0.316 -0.859 -4.341 4.452 -2.513 -8.184
C 0.154 -0.086 -5.494 -3.980 -0.379 0.907
H 0.464 -0.473 -6.558 -0.551 1.154 2.363
H 0.908 -1.787 -4.469 -0.093 0.635 0.446
Cl 0.503 -1.752 0.501 -1.289 1.562 -1.391
C -1.543 0.489 0.733 4.483 13.719 -6.698
N -0.444 1.074 1.599 -8.259 -11.644 3.828
C 0.353 1.893 1.318 11.546 9.149 -3.870
O 0.339 2.607 0.255 -0.401 -1.496 2.376
C 1.790 1.916 2.360 -5.672 7.980 -1.274
C 2.668 0.928 2.093 4.015 -3.821 -2.076
H 3.466 0.812 2.745 1.561 0.414 1.797
H 2.179 0.070 2.226 -1.769 -4.030 0.362
C 3.332 0.833 0.702 -1.247 3.598 0.998
C 4.144 -0.241 0.424 9.707 -11.923 -2.342
O 5.338 -0.624 -0.251 -7.689 4.345 3.659
O 3.671 -1.577 1.090 -2.503 7.589 1.017
H 4.055 -2.327 0.772 2.459 -2.567 -2.088
H 2.583 0.691 -0.008 -1.896 -0.162 -1.501
H 3.761 1.787 0.409 0.490 0.035 -0.025
H 1.253 2.053 3.323 1.245 -0.587 -0.203
H 2.324 2.889 2.063 -1.434 -0.644 0.576
N -0.366 0.103 2.711 7.218 5.300 1.157
C -1.329 -0.580 2.842 -6.335 -0.710 -4.346
C -1.707 -1.546 3.818 7.913 4.278 2.074
C -0.897 -1.705 4.956 2.847 1.285 2.301
C -1.172 -2.655 5.919 -10.677 -0.264 -13.715
C -2.464 -3.436 5.327 7.952 9.887 -3.541
S -2.988 -2.326 3.907 -6.614 -7.807 2.205
H -3.056 -4.016 5.767 -5.088 -4.797 3.413
H -0.786 -2.864 6.701 5.086 -2.581 9.711
H -0.058 -1.024 5.299 -0.859 -0.573 -1.504
C -2.206 -0.219 1.519 -9.896 -15.303 8.074
H -3.303 -0.172 1.772 1.147 1.263 -0.211
H -2.426 -1.425 0.982 1.063 2.962 1.415
H -2.086 1.477 0.579 -0.083 -0.614 0.103
H -2.284 1.687 -1.448 0.375 -1.487 -1.655
H -2.284 2.095 -3.992 2.565 -2.421 0.309
H -0.669 2.059 -7.006 7.953 3.831 -3.615
H -1.984 2.330 -6.402 -9.404 9.525 2.637
H -1.750 1.030 -7.442 -0.091 0.548 1.819
```
Positions in Å, forces in eV/Å.

## Properties
Relative energy (zero: lowest compared OMol25 entry of this formula, charge and spin) = 19.267 eV
HOMO energy = -8.72 eV

Mulliken population analysis, charges in e, atoms 1 to 5: -2.3203 1.1014 -0.6861 0.7723 -0.6351

---

Record 2
Computed, not measured: a 2-piece molecular cluster, C4H6N5O2 overall in a non-equilibrium geometry, with wB97M-V/def2-TZVPD.

```
17
Properties=species:S:1:pos:R:3:forces:R:3
C -1.031 -1.624 0.753 2.194 0.897 -1.896
C -2.784 1.327 -1.469 -2.228 -0.197 -1.661
C 0.926 -0.159 0.399 1.645 0.613 -1.874
C 0.092 -1.284 -0.110 -0.289 -1.870 0.633
N -2.035 -1.778 1.237 -2.604 -0.641 1.669
N -1.912 1.217 -0.743 -0.738 0.236 -0.630
N 0.451 -2.008 -1.081 -0.865 -0.933 -0.692
N 0.971 0.075 1.716 -0.435 -0.389 -0.114
N 1.656 0.455 -0.547 1.101 1.487 1.187
O -0.980 1.144 0.002 0.863 0.187 1.063
O 2.507 1.558 -0.252 -0.647 -0.678 1.144
H -3.676 1.298 -2.150 1.514 0.156 1.165
H -0.173 -2.878 -1.312 1.246 2.212 0.828
H 0.297 -0.454 2.340 1.200 1.024 -1.077
H 1.591 0.770 2.155 -0.632 -0.694 -0.351
H 1.812 0.459 -1.585 -1.397 -1.432 1.361
H 2.287 1.883 0.648 0.073 0.022 -0.757
```
Positions in Å, forces in eV/Å.

## Properties
Relative energy (zero: lowest compared OMol25 entry of this formula, charge and spin) = 5.376 eV
Net charge = +1
HOMO energy = -14.09 eV

Mulliken population analysis, charges in e, atoms 1 to 5: -0.1187 -0.1235 0.7361 0.4821 -0.2716

---

Record 3
Computed, not measured: a 10-piece molecular cluster, C10H26Cl8N6O12 overall in a non-equilibrium geometry, with wB97M-V/def2-TZVPD.

```
62
Properties=species:S:1:pos:R:3:forces:R:3
C 4.978 0.138 -1.118 0.472 0.378 2.125
N 3.664 0.747 -1.409 -1.148 -1.013 -1.133
O 2.785 0.697 -0.524 1.701 0.538 -1.962
O 3.512 1.103 -2.580 -0.483 0.154 1.639
H 4.992 0.198 -0.029 0.344 -0.312 0.038
H 5.822 0.725 -1.480 -0.483 -0.009 -0.484
H 5.025 -0.913 -1.403 -0.382 0.307 -0.362
C -4.682 -1.449 -0.488 -0.168 -0.285 -0.080
N -4.305 -2.850 -0.137 -0.886 -2.668 0.635
O -5.201 -3.741 -0.280 2.389 2.478 0.199
O -3.198 -3.088 0.354 -1.352 0.497 -0.906
H -3.920 -0.974 -1.105 0.021 -0.345 0.086
H -4.739 -0.908 0.457 -0.119 -0.040 -0.040
H -5.638 -1.553 -1.002 0.169 0.304 0.182
C 0.855 3.330 -1.627 1.145 -0.598 -0.339
N 2.208 3.985 -1.703 0.065 2.012 0.216
O 2.818 4.225 -0.654 -0.651 -0.887 -1.035
O 2.540 4.441 -2.791 -0.019 -0.871 0.706
H 0.463 3.543 -0.632 -0.238 0.106 -0.469
H 1.023 2.259 -1.733 0.135 0.060 0.263
H 0.343 3.634 -2.540 -0.292 0.326 0.573
C -1.909 -0.267 3.999 0.491 0.289 0.335
N -3.307 0.204 3.777 -0.367 -1.762 -0.436
O -4.030 -0.493 3.067 0.541 0.201 0.123
O -3.661 1.206 4.314 -0.225 1.039 0.616
H -1.357 0.016 3.102 0.007 -0.239 0.067
H -1.857 -1.336 4.203 -0.377 0.115 -0.454
H -1.500 0.254 4.865 -0.193 0.184 -0.217
C -0.075 -0.829 -0.492 0.706 0.442 0.860
N -1.032 0.197 -0.009 -3.044 0.832 0.840
O -0.755 1.386 -0.209 -0.378 -2.061 0.139
O -2.100 -0.158 0.589 2.985 0.738 -1.452
H 0.834 -0.455 -0.021 0.357 -0.317 -0.326
H 0.040 -0.755 -1.573 -0.243 0.006 0.145
H -0.288 -1.818 -0.085 -0.435 0.327 -0.279
C 2.436 -4.556 -1.426 0.064 0.527 0.094
N 3.008 -3.132 -1.512 -2.786 -0.682 2.741
O 3.511 -2.855 -2.542 1.304 0.824 -1.425
O 2.783 -2.372 -0.554 0.691 -0.896 -1.330
H 3.312 -5.198 -1.518 -0.368 -0.150 -0.022
H 1.729 -4.660 -2.249 0.476 0.032 -0.265
H 1.848 -4.717 -0.522 0.599 0.286 0.212
Cl -1.558 3.445 3.568 -0.185 -0.037 -1.178
C -2.387 3.214 1.956 -0.309 0.123 0.600
Cl -4.143 3.474 2.157 0.383 -0.073 -0.208
H -2.044 3.942 1.222 0.184 -0.048 0.418
H -2.219 2.201 1.590 -0.007 0.190 0.289
Cl 1.476 1.617 1.978 -0.003 0.002 0.503
C 2.414 3.050 2.401 -0.037 0.983 -0.809
Cl 4.128 2.906 1.934 -0.196 -0.192 0.546
H 2.054 3.864 1.772 -0.086 -0.211 0.024
H 2.269 3.359 3.436 0.330 -0.588 -0.011
Cl -0.174 -5.677 2.654 0.018 -0.417 -0.007
C -0.777 -4.156 2.061 -0.282 0.941 -0.242
Cl 0.298 -2.819 2.502 0.392 0.324 0.221
H -0.811 -4.113 0.972 -0.254 -0.461 0.246
H -1.741 -3.905 2.504 0.088 -0.378 -0.227
Cl 0.768 1.767 -5.543 0.097 -0.043 0.183
C -0.912 1.248 -5.183 1.345 -0.152 -1.033
Cl -1.178 1.130 -3.469 -0.448 0.270 0.495
H -1.475 2.014 -5.716 -0.599 -0.494 0.542
H -0.965 0.233 -5.577 -0.454 0.394 -0.173
```
Positions in Å, forces in eV/Å.

## Properties
Structure (SMILES) = C[N+](=O)[O-].C[N+](=O)[O-].C[N+](=O)[O-].C[N+](=O)[O-].C[N+](=O)[O-].C[N+](=O)[O-].ClCCl.ClCCl.ClCCl.ClCCl
Relative energy (zero: lowest compared OMol25 entry of this formula, charge and spin) = 1.074 eV
HOMO energy = -10.63 eV

Mulliken population analysis, charges in e, atoms 1 to 5: -0.7729 0.6857 -0.2128 -0.5165 0.2962